Entry from the OMol25 dataset: 6 unconnected molecules or ions with the total composition C4H21N2O5S in a non-equilibrium geometry (ωB97M-V with the def2-TZVPD basis set).

Relative energy (zero: lowest compared OMol25 entry of this formula, charge and spin) = 0.0 kcal/mol
Multiplicity = 1
Total energy = -28542.9996 eV
E_HOMO = -3.614 eV
Total charge = -1

Geometry (Å):
C -0.761 2.181 -0.582
N -1.241 0.849 -1.125
C -0.247 -0.223 -0.801
C -0.608 -1.483 -1.603
S -0.044 -2.901 -0.627
C -1.962 3.014 -0.035
N -2.953 2.088 0.565
H -0.123 2.608 -1.388
H -0.035 1.949 0.217
H -1.333 0.911 -2.133
H 0.738 0.171 -1.080
H -0.287 -0.518 0.261
H -1.687 -1.565 -1.791
H -0.190 -1.395 -2.619
H -1.691 3.708 0.729
H -2.539 3.521 -0.813
H -2.422 1.517 1.218
H -3.334 1.421 -0.091
H -1.696 -0.839 1.454
H -1.124 -2.270 1.389
O -1.589 -1.639 1.992
H 2.271 -2.369 -0.516
H 2.558 -1.463 -1.692
O 2.864 -1.632 -0.796
H 2.799 1.825 -0.325
H 2.507 1.589 -1.762
O 2.128 2.062 -1.002
H 2.027 0.512 1.485
H 3.186 -0.027 0.643
O 2.924 0.730 1.187
H 0.323 -0.139 3.679
H -0.394 -0.438 2.465
O 0.397 0.090 2.742


Entry from the OMol25 dataset: 7 unconnected molecules or ions with the total composition C4H21N2O7S in a non-equilibrium geometry (ωB97M-V with the def2-TZVPD basis set).

Relative energy (zero: lowest compared OMol25 entry of this formula, charge and spin) = 0.0 kcal/mol
Multiplicity = 1
Total energy = -32640.1135 eV
E_HOMO = -3.924 eV
Total charge = -1

Geometry (Å):
O 0.387 -0.218 -2.101
C -0.338 -0.976 -1.450
N -1.370 -0.430 -0.729
C -2.106 -1.133 0.293
C -1.425 -1.127 1.672
S 0.120 -2.098 1.994
C -0.251 -2.471 -1.702
N 0.927 -3.135 -1.162
H -1.218 0.560 -0.575
H -3.001 -0.555 0.550
H -2.359 -2.145 -0.008
H -2.120 -1.437 2.453
H -1.086 -0.110 1.859
H -0.285 -2.618 -2.782
H -1.157 -2.913 -1.287
H 0.749 -3.400 -0.204
H 1.697 -2.468 -1.172
H -2.439 2.760 1.381
H -0.998 2.945 1.044
O -1.565 2.567 1.754
H 2.163 1.492 -0.701
H 2.864 2.193 -1.965
O 2.333 2.353 -1.166
H 1.852 0.724 1.345
H 1.622 -0.508 0.507
O 2.188 0.287 0.533
H 0.213 2.379 -3.467
H -0.514 1.302 -2.753
O -0.664 2.192 -3.125
H 0.715 2.921 -0.824
H -0.635 3.282 -1.449
O -0.210 3.167 -0.578
H 0.944 -0.222 2.868
H 0.384 1.147 3.233
O 1.222 0.722 3.006


Entry from the OMol25 dataset: 5 unconnected molecules or ions with the total composition C4H21N3O4 in a non-equilibrium geometry (ωB97M-V with the def2-TZVPD basis set).

Relative energy (zero: lowest compared OMol25 entry of this formula, charge and spin) = 0.0 kcal/mol
Multiplicity = 1
Total energy = -17148.5941 eV
E_HOMO = -8.728 eV
SMILES string = CNCCNCN.O.O.O.O
Total charge = 0

Geometry (Å):
C -1.138 0.929 -2.189
N -0.480 0.224 -1.125
C -0.008 1.023 -0.006
C 0.484 0.110 1.112
N -0.654 -0.580 1.724
C -0.398 -1.830 2.368
N -0.381 -2.960 1.411
H -2.199 1.134 -1.957
H -0.571 1.746 -2.617
H -1.369 0.230 -3.005
H -0.952 -0.617 -0.821
H -0.789 1.651 0.413
H 0.826 1.674 -0.262
H 1.176 -0.597 0.675
H 0.942 0.722 1.894
H -1.511 -0.513 1.199
H 0.521 -1.713 2.946
H -1.261 -2.040 3.003
H 0.471 -2.998 0.865
H -0.511 -3.835 1.900
O -2.866 -1.603 0.146
H -3.804 -1.717 0.343
H -2.414 -2.343 0.586
O 4.204 0.802 -0.316
H 3.615 0.419 -0.991
H 3.724 0.673 0.506
O -1.181 3.966 -0.627
H -1.134 3.214 -1.213
H -0.388 4.490 -0.530
O 2.130 -0.263 -1.861
H 1.146 -0.263 -1.682
H 2.225 -1.108 -2.319


Entry from the OMol25 dataset: 7 unconnected molecules or ions with the total composition C4H22N2O7S in a non-equilibrium geometry (ωB97M-V with the def2-TZVPD basis set).

Relative energy (zero: lowest compared OMol25 entry of this formula, charge and spin) = 65.9 kcal/mol
Multiplicity = 1
Total energy = -32651.9503 eV
E_HOMO = -8.788 eV
SMILES string = C[C@@H](CS)NC(N)=O.O.O.O.O.O.O
Total charge = 0

Geometry (Å):
C 2.610 -2.185 -0.151
C 1.062 -1.751 -0.365
C 0.406 -2.034 0.952
S -1.158 -2.721 1.386
N 0.831 -0.373 -0.785
C 0.876 -0.035 -2.125
N 0.648 1.380 -2.360
O 1.045 -0.953 -2.956
H 2.861 -2.394 0.970
H 2.740 -3.138 -0.685
H 3.247 -1.319 -0.553
H 0.824 -2.507 -1.217
H 0.485 -1.165 1.600
H 1.248 -2.555 1.573
H -1.738 -2.418 0.208
H 0.927 0.255 0.032
H 1.053 1.923 -1.728
H 0.983 1.674 -3.292
O -0.163 1.171 2.083
H -1.089 0.858 2.110
H -0.058 1.452 3.078
O 2.399 2.213 -0.658
H 1.873 2.786 0.016
H 3.232 2.121 -0.391
O -2.274 0.069 -0.053
H -1.314 -0.118 -0.301
H -2.546 0.719 -0.627
O -2.674 0.446 2.517
H -3.013 0.465 1.669
H -2.667 -0.499 2.853
O -2.788 2.109 -1.657
H -2.010 1.858 -2.303
H -2.583 2.991 -1.414
O 1.179 3.164 1.316
H 0.515 2.522 1.572
H 1.683 3.265 2.089


Entry from the OMol25 dataset: 7 unconnected molecules or ions with the total composition C4H22N2O7S in a non-equilibrium geometry (ωB97M-V with the def2-TZVPD basis set).

Relative energy (zero: lowest compared OMol25 entry of this formula, charge and spin) = 8.9 kcal/mol
Multiplicity = 2
Total energy = -32644.9247 eV
E_HOMO (alpha / beta) = -13.402 / -13.397 eV
Total charge = +1

Geometry (Å):
O 0.978 1.946 -1.410
C 1.081 1.104 -0.522
N 0.413 1.337 0.670
C -0.222 0.203 1.391
N -1.490 -0.068 0.683
C 1.938 -0.124 -0.738
C 2.923 -0.403 0.372
S 3.989 1.049 0.732
H -0.095 2.234 0.773
H 0.486 -0.657 1.359
H -0.426 0.492 2.496
H -2.295 -0.133 1.284
H -1.438 -0.922 0.149
H 1.269 -1.049 -0.892
H 2.435 0.011 -1.689
H 3.632 -1.212 0.094
H 2.410 -0.712 1.252
H 3.108 1.900 1.236
H -1.581 4.737 0.276
H -1.771 3.300 -0.185
O -1.609 3.832 0.594
H -0.476 -4.231 0.484
H -0.880 -2.838 -0.017
O -0.775 -3.350 0.777
H -1.113 -1.353 -2.067
H -1.956 -2.603 -2.038
O -1.203 -2.168 -1.580
H -0.754 2.275 -1.450
H -1.729 1.335 -0.648
O -1.713 2.045 -1.415
H -1.421 0.822 -2.583
H -0.242 0.428 -3.326
O -1.084 0.050 -3.088
H -0.234 -2.547 2.192
H -0.180 -2.653 3.818
O 0.026 -2.077 3.014


Entry from the OMol25 dataset: 8 unconnected molecules or ions with the total composition C4H22N2O9 in a non-equilibrium geometry (ωB97M-V with the def2-TZVPD basis set).

Relative energy (zero: lowest compared OMol25 entry of this formula, charge and spin) = 51.9 kcal/mol
Multiplicity = 1
Total energy = -25912.5089 eV
E_HOMO = -10.334 eV
SMILES string = CNC(=O)CNC=O.O.O.O.O.O.O.O
Total charge = 0

Geometry (Å):
C 1.300 2.947 1.622
N 2.139 1.928 0.953
C 1.993 1.512 -0.323
O 2.645 0.528 -0.666
C 0.923 2.159 -1.179
N 0.782 1.316 -2.400
C -0.289 1.568 -3.202
O -0.660 0.774 -4.058
H 0.182 2.796 1.494
H 1.584 3.071 2.661
H 1.576 3.866 1.091
H 2.609 1.300 1.573
H 0.993 3.251 -1.443
H -0.017 1.899 -0.687
H 1.527 0.738 -2.778
H -0.881 2.459 -3.127
O -1.171 -1.579 3.440
H -1.351 -1.180 2.594
H -1.210 -2.524 3.551
O 1.581 -2.108 -0.244
H 1.519 -1.383 -0.879
H 2.484 -2.114 0.083
O -1.275 -2.584 1.004
H -0.359 -2.874 0.998
H -1.803 -3.091 0.370
O -2.222 -3.549 -1.418
H -2.468 -2.989 -2.157
H -1.298 -3.768 -1.591
O -0.588 -0.084 0.924
H 0.104 -0.513 0.413
H -1.415 -0.450 0.598
O -1.669 -1.490 -3.043
H -1.437 -0.813 -2.408
H -1.987 -1.064 -3.855
O -0.665 0.867 4.435
H -1.278 0.544 3.759
H 0.105 0.630 3.899


Entry from the OMol25 dataset: 8 unconnected molecules or ions with the total composition C4H22O10 in a non-equilibrium geometry (ωB97M-V with the def2-TZVPD basis set).

Relative energy (zero: lowest compared OMol25 entry of this formula, charge and spin) = 25.4 kcal/mol
Multiplicity = 1
Total energy = -24979.9915 eV
E_HOMO = -10.783 eV
SMILES string = O=C(O)CCCO.O.O.O.O.O.O.O
Total charge = 0

Geometry (Å):
O -1.047 -0.928 0.454
C -0.074 -0.273 0.208
O 0.870 -0.022 1.149
C 0.321 0.403 -1.061
C -0.809 1.303 -1.551
C -1.080 2.506 -0.618
O -2.484 2.530 -0.158
H 0.745 -0.508 1.986
H 1.282 0.900 -0.988
H 0.496 -0.297 -1.878
H -1.728 0.719 -1.585
H -0.610 1.749 -2.523
H -1.006 3.440 -1.140
H -0.466 2.609 0.279
H -2.864 1.648 -0.215
O -1.754 4.027 2.137
H -2.576 4.152 2.624
H -2.002 3.362 1.472
O -0.163 -1.457 -4.137
H 0.651 -1.688 -3.674
H -0.823 -1.393 -3.439
O 3.350 2.479 0.724
H 4.247 2.683 1.010
H 3.397 1.524 0.589
O -0.019 -3.819 -0.879
H -0.785 -3.237 -0.771
H -0.235 -4.662 -0.476
O 0.777 -2.311 2.981
H 1.048 -2.679 2.121
H 1.576 -1.956 3.388
O 3.689 -0.588 1.078
H 3.948 -1.483 1.327
H 2.808 -0.356 1.422
O -2.708 -2.930 -0.199
H -2.305 -2.450 0.534
H -3.667 -2.997 -0.194


Entry from the OMol25 dataset: 7 unconnected molecules or ions with the total composition C4H23N2O8 in a non-equilibrium geometry (ωB97M-V with the def2-TZVPD basis set).

Relative energy (zero: lowest compared OMol25 entry of this formula, charge and spin) = 75.9 kcal/mol
Multiplicity = 1
Total energy = -23874.4625 eV
E_HOMO = -12.578 eV
Total charge = +1

Geometry (Å):
O 3.198 1.247 -0.209
C 2.784 0.210 0.095
O 3.453 -0.930 0.510
C 1.270 -0.197 0.194
C 0.737 0.660 1.251
C -0.664 1.365 1.011
N -1.695 0.433 0.684
N 0.615 -0.067 -1.088
H 4.382 -0.704 0.675
H 1.315 -1.243 0.267
H 1.430 1.464 1.511
H 0.577 0.029 2.101
H -0.856 2.293 0.305
H -0.891 1.826 2.029
H -2.438 0.848 0.042
H -2.176 -0.244 1.268
H -1.242 -0.225 -0.094
H 0.923 -0.699 -1.785
H 0.495 0.862 -1.525
H -2.349 -2.604 2.380
H -0.935 -2.434 1.780
O -1.681 -2.040 2.215
H -1.140 -0.710 -1.597
H -2.654 -0.578 -2.281
O -2.061 -0.882 -1.591
H 1.643 3.435 -0.095
H 0.500 4.530 -0.144
O 0.722 3.600 -0.064
H 1.096 -3.106 2.813
H 1.637 -2.553 1.438
O 0.824 -2.623 1.943
H 0.767 -2.821 -2.796
H 2.006 -2.007 -2.967
O 1.264 -2.168 -2.309
H -3.350 2.747 -2.005
H -3.781 1.355 -2.347
O -3.725 1.929 -1.618


Entry from the OMol25 dataset: a molecular structure, C4H23NO9 in a non-equilibrium geometry (ωB97M-V with the def2-TZVPD basis set).

Relative energy (zero: lowest compared OMol25 entry of this formula, charge and spin) = 84.8 kcal/mol
Multiplicity = 1
Total energy = -24437.6734 eV
E_HOMO = -9.261 eV
Total charge = 0

Geometry (Å):
C 2.299 0.463 -0.317
C 1.629 -0.733 0.345
N 0.200 -0.528 0.648
C -0.715 -1.153 -0.301
C -0.633 -0.699 -1.715
O -0.700 0.657 -1.790
O -0.594 -1.380 -2.712
H 3.352 0.210 -0.477
H 2.041 1.406 0.153
H 2.033 0.526 -1.379
H 2.126 -1.004 1.271
H 1.740 -1.576 -0.336
H -0.029 0.452 0.746
H -0.655 -2.229 -0.148
H -1.754 -1.028 0.024
H -0.857 0.990 -2.683
H -0.150 -4.257 2.723
H -0.140 -3.274 1.614
O 0.192 -4.153 1.829
H 0.161 2.328 -1.516
H 1.184 3.159 -2.316
O 0.564 3.213 -1.577
H 1.422 -0.796 -4.656
H 1.126 -0.780 -3.235
O 1.903 -0.746 -3.821
H -3.305 0.368 2.156
H -1.795 0.773 1.917
O -2.407 0.032 2.085
H -0.510 3.012 1.704
H -0.891 2.346 3.196
O -0.969 2.338 2.243
H 0.513 4.594 0.429
H 0.649 3.423 -0.480
O 0.586 3.625 0.472
H -2.242 -2.171 3.193
H -1.023 -1.377 3.161
O -1.294 -2.290 3.338


Entry from the OMol25 dataset: 8 unconnected molecules or ions with the total composition C4H23NO9 in a non-equilibrium geometry (ωB97M-V with the def2-TZVPD basis set).

Relative energy (zero: lowest compared OMol25 entry of this formula, charge and spin) = 140.9 kcal/mol
Multiplicity = 1
Total energy = -24435.2383 eV
E_HOMO = -9.376 eV
SMILES string = N[C@@H](CO)CC=O.O.O.O.O.O.O.O
Total charge = 0

Geometry (Å):
N 0.977 -0.231 -1.251
C -0.251 -0.824 -0.737
C -0.127 -1.950 0.481
O 0.884 -2.763 0.116
C -1.083 0.399 -0.326
C -1.780 1.015 -1.362
O -2.186 2.150 -1.063
H 1.667 -0.929 -1.521
H 1.461 0.284 -0.515
H -0.634 -1.516 -1.614
H -1.128 -2.365 0.696
H 0.315 -1.261 1.223
H 1.409 -2.892 0.953
H -1.908 0.061 0.371
H -0.702 1.056 0.485
H -2.094 0.646 -2.313
O 1.687 3.699 -0.076
H 1.721 4.447 -0.635
H 0.877 3.028 -0.235
O 0.641 2.781 -2.157
H -0.269 3.126 -2.399
H 0.472 1.823 -2.185
O -4.172 0.852 -0.022
H -4.242 1.848 0.037
H -4.860 0.566 -0.657
O -0.564 -4.388 -1.585
H -0.825 -3.932 -0.673
H 0.318 -4.081 -1.514
O 0.536 -3.473 2.579
H 1.232 -3.881 2.989
H 0.091 -4.001 1.934
O 3.457 1.642 0.424
H 2.583 1.971 0.497
H 3.981 2.266 -0.127
O 0.638 1.351 3.064
H 0.706 1.259 4.085
H 1.173 2.217 3.034


Entry from the OMol25 dataset: 8 unconnected molecules or ions with the total composition C4H24N2O9 in a non-equilibrium geometry (ωB97M-V with the def2-TZVPD basis set).

Relative energy (zero: lowest compared OMol25 entry of this formula, charge and spin) = 28.3 kcal/mol
Multiplicity = 1
Total energy = -25946.1790 eV
E_HOMO = -9.673 eV
SMILES string = NCNC(=O)CCO.O.O.O.O.O.O.O
Total charge = 0

Geometry (Å):
N -0.951 -2.603 -1.367
C 0.254 -1.938 -1.858
N 0.113 -0.468 -1.988
C -0.047 0.266 -0.831
O 0.166 -0.267 0.247
C -0.385 1.747 -0.980
C -1.007 2.305 0.310
O -0.195 2.065 1.428
H -1.111 -2.336 -0.413
H -1.753 -2.345 -1.911
H 1.129 -2.190 -1.186
H 0.500 -2.332 -2.936
H -0.284 -0.146 -2.859
H 0.526 2.258 -1.209
H -1.035 1.921 -1.836
H -1.980 1.891 0.534
H -1.071 3.430 0.246
H -0.218 1.052 1.607
O -2.622 -0.061 -1.757
H -3.543 -0.209 -2.125
H -2.603 -0.340 -0.816
O 1.011 -1.848 2.433
H 1.827 -1.427 2.128
H 0.587 -2.021 1.589
O -2.509 -1.029 0.720
H -3.141 -1.556 1.191
H -1.963 -0.618 1.416
O 2.931 1.057 -1.378
H 3.558 0.454 -0.902
H 2.261 0.487 -1.728
O -1.132 -0.340 2.940
H -0.389 -0.831 2.882
H -1.021 0.317 3.541
O 2.469 2.107 1.055
H 2.637 2.050 0.147
H 1.513 2.212 1.230
O 2.777 -0.524 0.849
H 1.899 -0.618 0.428
H 2.800 0.425 1.159


Entry from the OMol25 dataset: 8 unconnected molecules or ions with the total composition C4H24NO10 in a non-equilibrium geometry (ωB97M-V with the def2-TZVPD basis set).

Relative energy (zero: lowest compared OMol25 entry of this formula, charge and spin) = 4.6 kcal/mol
Multiplicity = 2
Total energy = -26499.3767 eV
E_HOMO (alpha / beta) = -2.305 / -10.616 eV
Total charge = 0

Geometry (Å):
C -0.098 2.249 -1.528
O 0.968 2.429 -2.464
C 0.291 0.873 -0.920
C 0.376 -0.124 -2.171
C 0.386 -1.585 -1.758
O 0.381 -2.422 -2.815
O 0.235 -1.991 -0.637
N -0.681 0.552 0.154
H -0.086 2.994 -0.698
H -0.998 2.194 -2.138
H 1.197 3.328 -2.730
H 1.304 0.743 -0.476
H 1.363 0.061 -2.571
H -0.373 -0.019 -2.992
H 0.233 -3.332 -2.514
H -1.616 0.510 -0.268
H -0.808 1.290 0.856
H -0.557 -0.301 0.710
H 2.037 2.442 1.730
H 0.930 3.600 1.928
O 1.229 2.723 2.183
H 3.798 -2.222 1.446
H 2.331 -1.915 1.434
O 3.189 -1.487 1.326
H -3.558 0.567 -0.857
H -4.197 1.883 -0.322
O -3.424 1.306 -0.231
H 4.060 1.572 0.215
H 4.015 1.724 1.763
O 3.480 1.732 0.962
H -2.448 -1.473 2.078
H -3.253 -0.215 1.675
O -2.393 -0.516 1.993
H -2.612 -3.217 -1.153
H -1.558 -3.031 -0.079
O -2.160 -2.526 -0.647
H 0.150 -3.384 2.966
H -0.511 -2.220 3.661
O -0.621 -2.792 2.891


Entry from the OMol25 dataset: 9 unconnected molecules or ions with the total composition C4H24NO10S in a non-equilibrium geometry (ωB97M-V with the def2-TZVPD basis set).

Relative energy (zero: lowest compared OMol25 entry of this formula, charge and spin) = 0.0 kcal/mol
Multiplicity = 1
Total energy = -37341.3412 eV
E_HOMO = -6.007 eV
Total charge = -1

Geometry (Å):
C -1.986 -0.684 -1.478
N -0.753 0.006 -1.108
C 0.150 -0.764 -0.219
C 1.336 0.094 0.102
S 2.288 -0.512 1.545
C 0.535 -2.100 -0.947
O 1.152 -2.032 -2.024
O -0.037 -3.091 -0.426
H -2.758 0.067 -1.553
H -2.310 -1.375 -0.706
H -1.932 -1.241 -2.416
H -0.199 0.191 -1.934
H -0.425 -1.030 0.655
H 2.072 0.121 -0.698
H 1.168 1.139 0.329
H 2.561 -1.762 1.139
H -3.099 2.100 -1.675
H -2.147 2.910 -2.479
O -3.067 2.601 -2.505
H -1.511 -2.904 2.328
H -2.078 -2.019 1.281
O -2.246 -2.265 2.199
H -0.215 2.285 -1.062
H -0.212 3.767 -0.672
O -0.192 3.180 -1.436
H 3.438 -1.380 -2.889
H 2.261 -0.533 -2.756
O 3.166 -0.483 -3.116
H 0.042 1.786 2.585
H 0.393 2.900 3.525
O 0.651 2.539 2.666
H 0.770 -3.741 2.175
H -0.152 -3.844 1.006
O -0.132 -4.039 1.984
H 3.137 2.832 0.110
H 2.200 3.442 1.130
O 3.097 3.525 0.780
H -1.802 -0.558 2.559
H -1.588 0.486 1.518
O -1.574 0.385 2.485